#A
Formula: C28H33BrN6O9Sr
Source: OMol25
Level of theory: ωB97M-V/def2-TZVPD

Geometry as XYZ:
```
78
Properties=species:S:1:pos:R:3
Sr 0.7563 -0.7223 -0.8726
Br 5.5339 3.9395 2.8256
O -2.2366 2.3601 -2.1055
O 0.9102 0.3452 1.4328
O -1.1758 -3.7635 -1.1417
O 2.4386 -2.1820 0.5798
O 1.2085 -3.4278 -3.3986
O -0.6460 -2.1270 0.2864
O 2.1304 -1.6139 -2.4607
O 2.6711 0.9413 -0.4106
O -0.4547 1.3396 -1.2518
N -4.8964 3.0285 -5.7393
N -3.1201 2.3744 -4.3822
N -0.2744 1.2084 3.8392
N -1.1349 -0.9638 -2.6806
N 1.3171 1.4087 5.3955
N -4.3690 4.1730 -3.7933
C -1.5189 0.8115 7.7118
C 2.0533 1.7113 3.0756
C -2.7462 1.1343 -5.0511
C 3.1404 2.5291 3.3940
C 2.1025 -3.6653 -1.1937
C 1.9407 1.1769 1.8017
C -3.4383 -0.0782 -4.4265
C 2.8807 1.4952 0.8151
C -0.4146 -3.2230 -0.3461
C -4.1157 3.1654 -4.6481
C -2.1603 -0.0740 -2.1429
C -0.2034 1.0446 7.3658
C -2.5245 0.7016 6.7379
C 1.6775 -3.2814 1.1369
C 0.0995 1.1727 6.0113
C 3.2014 -2.9919 -0.3498
C -2.2421 0.8190 5.3911
C 0.9776 -3.8679 -0.1011
C 3.8733 -4.0103 0.5736
C -3.4961 -0.0756 -2.8985
C 3.9423 2.3253 1.1238
C 1.0548 1.4361 4.1202
C 4.0618 2.8211 2.4176
C 2.7747 -4.2194 1.6448
C 3.6344 1.1950 -1.4323
C 1.7720 -2.8508 -2.4804
C -0.9151 1.0566 5.0521
C -1.5622 1.3290 -1.8237
H 3.6280 2.2509 -1.7078
H -5.4876 3.7880 -6.0256
H 2.4282 -5.2496 1.7156
H -0.7110 1.3450 2.9419
H -2.3747 -0.4709 -1.1430
H -3.5432 0.5163 7.0507
H -1.3826 -1.9467 -2.5631
H 2.4361 -4.6361 -1.5582
H -4.6338 2.3664 -6.4472
H -5.2222 4.6969 -3.8530
H 4.1367 -4.9240 0.0424
H 0.7800 -4.9312 0.0319
H -1.7865 0.7085 8.7548
H -2.9272 -0.9736 -4.7877
H -4.4660 -0.1416 -4.7952
H 0.9911 -2.9067 1.8901
H 4.7813 -3.5946 1.0098
H -2.9441 1.1778 -6.1246
H 3.8669 -2.3535 -0.9219
H 3.1174 -3.9057 2.6306
H 3.2270 2.9176 4.3977
H -2.7094 2.4367 -3.3849
H 3.3380 0.5749 -2.2751
H 4.6314 0.8976 -1.1029
H -3.0158 0.7256 4.6409
H 4.6776 2.5884 0.3797
H -1.6622 1.0600 -4.9450
H 0.5763 1.1283 8.1102
H -3.8641 4.1826 -2.9180
H 0.6486 -0.2314 2.1634
H -4.0866 0.7729 -2.5451
H -0.9096 -0.7999 -3.6534
H -4.0456 -0.9740 -2.6094
```

Calculated values
- charge = 0
- Kohn-Sham gap (eV) = 7.72
- multiplicity = 1

---

#B
Formula: C28H33BrN6O9Sr
Source: OMol25
Level of theory: ωB97M-V/def2-TZVPD

Geometry as XYZ:
```
78
Properties=species:S:1:pos:R:3
Sr -0.5731 -0.3060 0.7755
Br 0.7252 -6.1550 -3.6902
O -0.0712 2.6822 3.8720
O -0.4872 -2.7914 0.1956
O -0.0009 1.1375 2.3018
O -1.1737 -0.9110 -1.4474
O -2.5065 0.9561 0.8349
O -1.1262 -0.3689 4.4628
O -1.4288 -1.2432 2.4555
O 0.3492 0.9184 -0.8786
O 2.2386 0.3700 -1.9199
N -0.7447 0.2094 -4.0500
N 1.9005 -0.6725 0.9826
N -0.3945 -1.3163 -5.6391
N 3.6584 -0.1855 5.0969
N 1.4567 -0.7807 4.7421
N 2.3491 0.9576 3.5433
C -0.3784 -2.1722 -3.3728
C -4.6710 1.3264 1.5741
C 0.0668 -4.3215 -1.6206
C -0.3334 -3.0908 -1.1261
C -2.7989 0.6152 3.0923
C -0.6254 1.9559 3.0630
C -0.7129 1.5876 -7.8870
C 4.2793 1.0028 1.9769
C 1.6004 0.6666 -0.9272
C -0.7665 0.8844 -5.2373
C -0.9848 2.2139 -5.5606
C -0.6168 -2.0231 -1.9999
C -2.1438 2.0027 2.8791
C 0.0223 -3.4193 -3.8637
C 3.7264 1.0084 0.5409
C -2.4940 2.2589 1.4015
C -0.4871 -3.8543 1.1228
C -3.4596 0.3937 1.7298
C 3.4110 1.7723 2.9921
C -0.5061 0.2613 -7.5791
C 2.2435 0.6659 0.4770
C -0.9522 2.5467 -6.8981
C -3.9716 2.6751 1.3195
C -1.6932 -0.4216 3.3637
C 0.2167 -4.4630 -2.9944
C 2.4647 0.0402 4.4782
C -0.5417 -0.0989 -6.2341
C -0.5122 -1.1068 -4.3484
H 1.3962 1.0711 3.1140
H -1.1170 3.5724 -7.1927
H 3.8541 2.0047 0.1115
H -0.3243 -0.4787 -8.3417
H 4.3018 0.3139 -0.0770
H -0.6946 1.9014 -8.9194
H -1.2101 -4.6206 0.8351
H -5.2835 1.0232 0.7247
H 5.2751 1.4482 1.9561
H 0.4493 -0.5843 4.4893
H -4.2246 3.4256 2.0632
H -2.5414 2.7679 3.5480
H 1.5647 -1.4215 5.5107
H -0.7922 -3.4122 2.0683
H 0.1740 -3.5232 -4.9260
H -0.7712 0.6177 -3.1289
H -1.7881 2.9030 0.8718
H 0.5066 -4.3012 1.2285
H 0.2774 -5.1588 -0.9753
H 2.9327 2.6195 2.5011
H -3.6374 -0.6532 1.4836
H 4.0376 2.1699 3.7979
H -1.1645 2.9556 -4.7989
H 2.4246 -1.3554 0.4299
H -3.4956 0.6188 3.9323
H 2.2200 -0.7670 1.9451
H -0.5028 -0.1542 -1.4463
H 1.6957 1.4041 1.0567
H 4.3570 0.5382 5.0602
H 4.3951 -0.0238 2.3318
H -5.2994 1.3369 2.4625
H -4.2040 3.0768 0.3345
H 3.6379 -0.7216 5.9492
```

Calculated values
- charge = 0
- Kohn-Sham gap (eV) = 7.78
- multiplicity = 1

---

Quick ranking, most stable first: #A, #B.

---

#A
Formula: H5O2S
Source: OMol25
Level of theory: ωB97M-V/def2-TZVPD

Geometry as XYZ:
```
8
Properties=species:S:1:pos:R:3
S -0.0491 -0.5075 -0.3517
O -2.8657 1.0303 -0.0021
O 2.9892 -0.0087 0.6354
H -2.0254 0.5504 -0.1681
H -3.5375 0.3424 -0.0144
H 0.3592 -1.0620 -1.5041
H 2.0645 -0.2519 0.4031
H 3.0655 -0.1264 1.5840
```

Calculated values
- charge = -1
- Kohn-Sham gap (eV) = 7.47
- multiplicity = 1

---

#B
Formula: H5O2S
Source: OMol25
Level of theory: ωB97M-V/def2-TZVPD

Geometry as XYZ:
```
8
Properties=species:S:1:pos:R:3
S 0.0768 0.0497 1.4467
O 1.6611 -2.9741 -2.6757
O -1.8993 2.8895 -0.0116
H 1.9597 -2.4893 -1.8987
H -1.0913 2.3901 0.1055
H 0.7630 -2.7422 -2.7934
H -2.4878 2.3590 0.5661
H 1.1540 0.7449 1.8363
```

Calculated values
- charge = -1
- Kohn-Sham gap (eV) = 6.88
- multiplicity = 1

---

Quick ranking, most stable first: #A, #B.

---

#A
Formula: H19O9
Source: OMol25
Level of theory: ωB97M-V/def2-TZVPD

Geometry as XYZ:
```
28
Properties=species:S:1:pos:R:3
O 0.0994 -1.8141 -0.4945
O 0.3534 -1.4921 2.6795
O 0.8794 0.8219 -0.6775
O -1.3746 2.7089 -0.3725
O 1.6604 -0.8131 -3.0115
O 2.4294 -0.9761 0.7835
O -1.6066 -0.1501 1.0275
O 0.9544 1.3539 1.9985
O -1.6196 0.5709 -2.1485
H 0.4134 -2.4761 -1.0965
H -2.1536 1.3439 -1.9695
H 2.3914 -0.7431 1.7205
H 0.6154 1.7349 2.8385
H 1.4674 -1.6631 -2.6515
H 0.8974 1.1359 0.2705
H 0.0984 1.1289 -1.1735
H -1.6206 3.0129 0.4605
H -0.1206 -2.2501 2.3005
H -2.2866 -0.5751 0.5255
H 1.6604 0.8259 2.4305
H 1.6414 -1.5271 0.5905
H -2.0976 2.9049 -1.0255
H -2.1676 -0.1471 -1.7425
H -0.6636 -2.1431 -0.0265
H -1.7066 0.7569 0.8205
H 0.0714 -0.6611 2.3165
H 0.8654 -0.7211 -3.6275
H 0.9184 -0.1481 -0.7465
```

Calculated values
- charge = +1
- Kohn-Sham gap (eV) = 10.89
- multiplicity = 1

---

#B
Formula: H19O9
Source: OMol25
Level of theory: ωB97M-V/def2-TZVPD

Geometry as XYZ:
```
28
Properties=species:S:1:pos:R:3
O -1.8289 -0.0676 -2.7648
O 1.4190 1.3590 -0.2482
O -2.6157 1.2586 2.2210
O 2.7395 -1.0900 0.2482
O -1.0351 0.4243 -0.2824
O 0.1428 -3.5187 2.3229
O -3.5127 1.3610 -1.4242
O 0.6170 -1.1397 -1.2274
O 4.3123 0.7473 1.3829
H 3.6039 -1.6301 0.1796
H 4.4688 1.6301 1.0833
H -1.1370 -0.7316 -2.7732
H -0.6271 -3.9714 1.9608
H -3.2574 0.9157 2.8517
H 0.0172 -0.3598 -0.5327
H 0.8685 -3.8129 1.7638
H -2.5039 2.1324 2.6119
H 0.3293 -0.8275 -2.1250
H -2.4040 -0.1378 -3.5443
H -3.6721 2.0139 -2.1113
H -1.5733 0.3055 0.4951
H 4.1857 0.3801 2.2441
H 1.5987 -0.9462 -1.0291
H -3.6443 1.9177 -0.6213
H -1.8181 0.5473 -0.9393
H 3.1915 -0.3074 0.6319
H 0.6016 1.3271 0.2962
H 1.5336 2.2206 -0.6702
```

Calculated values
- charge = +1
- Kohn-Sham gap (eV) = 10.97
- multiplicity = 1

---

#C
Formula: H19O9
Source: OMol25
Level of theory: ωB97M-V/def2-TZVPD

Geometry as XYZ:
```
28
Properties=species:S:1:pos:R:3
O 6.5115 15.2759 -27.3080
O 8.9202 16.4524 -25.7542
O 8.7276 19.7736 -27.0241
O 8.1157 17.4622 -28.2743
O 5.2417 17.1952 -28.9944
O 9.4660 13.7956 -27.0480
O 8.3235 14.6845 -29.5988
O 6.9171 18.4553 -25.7860
O 10.6239 16.3087 -28.3272
H 8.0132 19.5260 -26.4567
H 7.4947 18.1203 -25.1098
H 11.2487 16.0951 -27.5588
H 9.8391 14.4302 -26.3802
H 9.1896 20.4564 -26.5133
H 7.4509 14.3674 -29.8258
H 6.0338 14.7759 -26.6877
H 7.4708 16.8170 -27.9071
H 8.8847 14.4146 -27.4535
H 6.5832 14.6835 -28.0733
H 5.0796 16.2835 -28.7837
H 9.0323 17.0950 -28.2259
H 6.2346 17.7430 -25.7546
H 8.3713 16.0972 -25.0672
H 10.6886 15.5997 -28.9427
H 8.8277 13.8773 -29.7621
H 8.1669 18.1829 -27.6288
H 9.5258 17.0404 -25.3518
H 4.7400 17.4751 -29.7737
```

Calculated values
- charge = +1
- Kohn-Sham gap (eV) = 10.98
- multiplicity = 1

---

#D
Formula: H19O9
Source: OMol25
Level of theory: ωB97M-V/def2-TZVPD

Geometry as XYZ:
```
28
Properties=species:S:1:pos:R:3
O -1.6091 2.9966 -1.4722
O 3.3330 2.2278 1.3610
O -2.1885 -1.8199 -0.7902
O 2.0528 -1.7140 -2.3121
O 1.7750 -0.6199 0.5300
O 0.7356 2.2385 0.8475
O -3.2271 -0.8879 1.5420
O -0.5022 -2.2440 1.6532
O 0.0637 -0.8380 -1.3364
H 2.8053 2.9600 1.0457
H 1.3968 -0.8602 1.4006
H -2.8583 -2.0993 -0.1464
H 0.1886 1.4578 0.9816
H -3.3344 -0.3340 0.7568
H 2.6870 -2.0346 -1.6568
H -2.7546 -1.5097 -1.5260
H -0.8369 -2.2789 0.7545
H -0.9608 3.5257 -1.0058
H 0.8931 -1.1952 -2.1072
H 0.2388 2.9481 1.2609
H 0.5617 -0.5656 -0.4897
H -1.1292 -2.4818 2.3270
H -2.4406 -0.4229 1.8702
H -0.3361 -0.0235 -1.6848
H 2.4009 0.1163 0.6686
H -2.1975 3.6289 -1.9120
H 3.2990 2.3270 2.3142
H 1.9442 -2.4977 -2.8741
```

Calculated values
- charge = +1
- Kohn-Sham gap (eV) = 10.90
- multiplicity = 1

---

Quick ranking, most stable first: #C, #D, #A, #B.

---

#A
Formula: C4H6ClN
Source: OMol25
Level of theory: ωB97M-V/def2-TZVPD

Geometry as XYZ:
```
12
Properties=species:S:1:pos:R:3
Cl 4.6905 -0.0502 0.1760
N 3.2612 0.5710 0.7803
C 2.0968 0.3902 0.3046
C 0.3187 -1.2800 0.4404
C -0.0939 0.9221 -0.8707
C 0.8308 0.0239 -0.0583
H -0.0781 -1.0984 1.4744
H -0.7064 0.5919 -1.7118
H 0.5787 1.8116 -1.1002
H -0.4740 -1.4827 -0.2214
H -0.8439 1.3833 -0.1579
H 1.0317 -2.0974 0.4480
```

Calculated values
- charge = 0
- Kohn-Sham gap (eV) = 9.21
- structure (SMILES) = CC(C)=C=NCl
- multiplicity = 1

---

#B
Formula: C4H6ClN
Source: OMol25
Level of theory: ωB97M-V/def2-TZVPD

Geometry as XYZ:
```
12
Properties=species:S:1:pos:R:3
Cl -2.6935 -0.2208 0.3185
N -0.2747 -0.6613 -1.3281
C 0.3153 -0.7905 -0.1984
C -0.8996 0.1135 -0.2557
C 1.4515 -1.3731 0.5871
C -0.7942 1.5901 -0.3807
H 1.0818 -2.3818 1.0539
H -1.0102 1.9973 0.6155
H 2.1523 -1.5270 -0.1001
H 1.7375 -0.5933 1.2804
H 0.3275 1.8941 -0.4691
H -1.3936 1.9527 -1.1234
```

Calculated values
- charge = 0
- Kohn-Sham gap (eV) = 10.43
- structure (SMILES) = CC1=N[C@@]1(C)Cl
- multiplicity = 1

---

Quick ranking, most stable first: #B, #A.

---

#A
Formula: C3H11N3
Source: OMol25
Level of theory: ωB97M-V/def2-TZVPD

Geometry as XYZ:
```
17
Properties=species:S:1:pos:R:3
N -2.4766 -0.1298 0.0418
N 0.6133 1.2855 -0.3801
N 1.3520 -1.0614 -0.7618
C 1.3890 0.1477 0.0790
C -1.7803 0.5756 -0.8260
C 0.9497 -0.2275 1.4934
H 0.3868 -1.3542 -0.8810
H 1.0007 0.6436 2.1443
H -0.6443 1.2100 -0.3547
H 0.8939 1.5439 -1.3235
H -2.3686 0.0604 1.0276
H -0.0795 -0.5911 1.4860
H 1.7185 -0.8540 -1.6853
H 1.5874 -1.0164 1.8877
H 2.4462 0.4488 0.1175
H -3.0870 -0.9058 -0.2093
H -1.9012 0.2249 -1.8554
```

Calculated values
- charge = 0
- Kohn-Sham gap (eV) = 7.76
- multiplicity = 1

---

#B
Formula: C3H11N3
Source: OMol25
Level of theory: ωB97M-V/def2-TZVPD

Geometry as XYZ:
```
17
Properties=species:S:1:pos:R:3
N -2.9588 0.0852 -0.2923
N 0.8329 -0.9280 -0.7795
N -1.5828 0.0327 0.1044
C 0.6095 0.3693 -0.8947
C 1.5389 -1.4180 0.3933
C 1.2618 1.4519 -0.0787
H 2.2487 1.6697 -0.4941
H 0.9172 -1.3753 1.2983
H -1.0379 -0.8250 -0.2736
H 0.2105 0.7066 -1.8636
H -3.4644 0.8267 0.2007
H 0.6625 2.3638 -0.1452
H 1.7902 -2.4704 0.2331
H 2.4797 -0.8885 0.5832
H -1.4437 0.0295 1.1188
H 1.3760 1.1626 0.9668
H -3.4403 -0.7929 -0.0769
```

Calculated values
- charge = 0
- Kohn-Sham gap (eV) = 9.48
- structure (SMILES) = C/C=N\C.NN
- multiplicity = 1

---

#C
Formula: C3H11N3
Source: OMol25
Level of theory: ωB97M-V/def2-TZVPD

Geometry as XYZ:
```
17
Properties=species:S:1:pos:R:3
N 1.2083 -0.7130 -1.1479
N -0.6971 -0.4877 1.1759
N -1.6718 1.4082 2.1328
C -0.0940 -1.2923 -1.5702
C -0.6397 0.7194 1.7986
C 1.5614 0.5465 -1.7974
H -1.3143 2.2421 2.5931
H 0.9862 1.3204 -1.3012
H -0.7615 -0.4256 -1.5438
H -1.5679 -0.9753 1.2847
H 1.3642 0.4765 -2.8686
H 1.8522 -1.4756 -1.0121
H -0.1482 -1.7570 -2.5573
H -0.4551 -1.9608 -0.7914
H 2.5954 0.8548 -1.6340
H 0.3491 1.1684 1.9254
H 0.0136 -0.6247 0.4565
```

Calculated values
- charge = 0
- Kohn-Sham gap (eV) = 9.84
- structure (SMILES) = [H]/N=C/N.CNC
- multiplicity = 1

---

Quick ranking, most stable first: #C, #B, #A.

---

#A
Formula: C3H11N3
Source: OMol25
Level of theory: ωB97M-V/def2-TZVPD

Geometry as XYZ:
```
17
Properties=species:S:1:pos:R:3
N 1.8925 -4.0056 -1.5436
N 1.9897 -2.3977 -3.1897
N -1.4687 1.9866 1.2074
C -0.7532 1.8199 2.4942
C -2.0117 3.3316 1.0219
C 2.1835 -3.6013 -2.8086
H -0.5383 2.8003 2.9093
H 2.6797 -4.3678 -3.4012
H -1.3161 1.2021 3.1884
H 2.4331 -4.6908 -1.0497
H -2.6312 3.3311 0.1252
H 1.3695 -3.3683 -0.9601
H -1.2088 4.0520 0.8758
H 0.1694 1.2672 2.3072
H 2.1166 -2.3813 -4.1996
H -2.2561 1.3514 1.1749
H -2.6498 3.6707 1.8482
```

Calculated values
- charge = 0
- Kohn-Sham gap (eV) = 9.76
- structure (SMILES) = [H]/N=C/N.CNC
- multiplicity = 1

---

#B
Formula: C3H11N3
Source: OMol25
Level of theory: ωB97M-V/def2-TZVPD

Geometry as XYZ:
```
17
Properties=species:S:1:pos:R:3
N -2.2653 0.3579 -1.0941
N 1.3768 0.3862 -0.6058
N 2.3056 -1.3537 1.0403
C -2.3958 -0.8755 -0.5515
C -1.6533 1.4051 -0.2589
C 1.2988 -0.3118 0.6878
H 2.3052 0.6983 -1.0585
H 1.3889 0.5033 1.3274
H -0.6286 1.2107 0.1201
H -2.3883 1.6513 0.6455
H 3.0391 -0.8873 1.5852
H -2.5380 -1.7488 -1.1829
H -2.1662 -0.9492 0.6674
H 0.3782 -0.8640 0.7125
H 0.6086 0.2661 -1.2844
H 2.7817 -1.7108 0.2321
H -1.4476 2.2221 -0.9823
```

Calculated values
- charge = 0
- Kohn-Sham gap (eV) = 9.61
- structure (SMILES) = C=NC.NCN
- multiplicity = 1

---

Quick ranking, most stable first: #A, #B.